# 1
Density functional theory data (ωB97M-V/def2-TZVPD) for a molecular structure, C24H22CeClGeNO in a non-equilibrium geometry.

The geometry in ORCA input format:
```
! RIJCOSX wB97M-V def2-TZVPD def2/J DEFGRID3
* xyz -1 2
Ce 0.00000 0.00000 0.00000
Cl -1.18502 -1.79918 -1.57299
C 1.86362 1.14452 -1.28105
Ge 1.63208 0.84005 -3.19152
C 3.04856 1.71493 -4.16752
C 4.07281 2.38251 -3.48077
C 5.09679 3.01779 -4.19037
C 5.10130 2.99109 -5.58775
C 4.08063 2.33000 -6.27663
C 3.05607 1.69354 -5.56901
C 1.66299 -1.06035 -3.54464
C 1.85500 -1.96788 -2.49279
C 1.87915 -3.34310 -2.74571
C 1.71135 -3.81851 -4.04908
C 1.51882 -2.91872 -5.10084
C 1.49484 -1.54328 -4.85047
C -0.04368 1.63115 -3.71707
C -1.06880 0.84908 -4.26742
C -2.27794 1.44261 -4.64390
C -2.46718 2.81712 -4.47193
C -1.44714 3.59948 -3.92263
C -0.23744 3.00809 -3.54540
H 1.83741 2.23391 -1.07417
H 4.08342 2.41185 -2.39968
H 5.88654 3.53098 -3.65714
H 5.89372 3.48360 -6.13623
H 4.08252 2.31183 -7.35879
H 2.27034 1.19246 -6.11544
H 1.98663 -1.61578 -1.47870
H 2.02787 -4.04016 -1.93108
H 1.72976 -4.88307 -4.24380
H 1.38735 -3.28699 -6.11003
H 1.34043 -0.86113 -5.67351
H -0.93860 -0.21520 -4.40443
H -3.06829 0.83716 -5.06837
H -3.40327 3.27526 -4.76372
H -1.59369 4.66354 -3.78946
H 0.54764 3.62132 -3.12143
O 0.88003 -1.06094 1.85727
N -0.17644 -1.80652 2.35191
C -1.07269 -1.22584 3.21834
C -2.17257 -2.02127 3.72642
C -2.29961 -3.30768 3.34542
C -1.33276 -3.89355 2.42562
C -0.32290 -3.12775 1.97223
H -0.91226 -0.18997 3.48291
H -2.86795 -1.54996 4.40639
H -3.10885 -3.92755 3.70651
H -1.43774 -4.92500 2.12238
H 0.43302 -3.49333 1.28714
H -1.45944 1.48130 0.63478
*
```

Calculated values
**Calculated total energy**: -110745.7337 eV
**HOMO (alpha / beta)**: -2.487 / -3.836 eV
**Orbital gap (alpha / beta)**: 4.4922 / 5.9707 eV
**⟨S²⟩**: 1.059

These are the Mulliken partial charges, in e, on atoms 1 to 4: Ce 0.907; Cl -0.505; C -1.269; Ge 0.896

***

# 2
Density functional theory data (ωB97M-V/def2-TZVPD) for a molecular structure, C24H22Cl2F2MnN5O2S in a non-equilibrium geometry.

The geometry in ORCA input format:
```
! RIJCOSX wB97M-V def2-TZVPD def2/J DEFGRID3
* xyz -1 2
Mn -0.28154 -1.39655 -0.07741
F 2.99862 -2.18817 4.18687
C 1.75031 -1.93603 3.70683
C 1.54487 -1.86464 2.35058
C 0.26485 -1.59629 1.84302
C -0.78011 -1.41362 2.77818
C -0.51325 -1.50475 4.13861
F -1.50421 -1.31860 5.05978
C 0.74179 -1.76181 4.64307
C -2.08957 -1.07766 2.18999
C -3.29406 -0.88900 2.87403
C -4.42903 -0.54175 2.16438
C -4.36526 -0.38431 0.78803
C -3.14606 -0.59776 0.17088
N -2.05128 -0.92812 0.85213
H 2.38404 -2.02104 1.68263
H 0.92196 -1.82658 5.70541
H -3.33332 -1.02180 3.94218
H -5.36614 -0.39944 2.68926
H -5.23288 -0.11859 0.20083
H -3.01505 -0.51127 -0.90122
Cl 1.76804 -1.03202 -7.13220
C 1.00294 -1.04004 -5.55969
C -0.35496 -0.68232 -5.46131
C -0.97889 -0.68107 -4.25295
Cl -2.65048 -0.23274 -4.14318
C -0.30855 -1.04405 -3.02439
O -0.92961 -1.05495 -1.92958
C 1.07805 -1.36727 -3.17609
C 1.93170 -1.64107 -2.04396
O 1.66652 -1.52963 -0.84899
C 1.70016 -1.37730 -4.44055
H -0.90666 -0.40900 -6.35088
H 2.96293 -1.92946 -2.31552
H 2.74750 -1.64596 -4.51353
S -1.25021 -6.04446 -0.67198
C -0.89589 -4.45371 -0.41393
N -0.64576 -3.33179 -0.22953
C -0.53273 1.93282 2.10443
N 0.51868 2.56746 1.32888
C 1.62388 3.04057 2.14387
C 0.78620 2.02198 0.08886
N 0.23110 0.93057 -0.28475
N 1.68502 2.76364 -0.68394
C 2.19622 2.13538 -1.88313
C 1.45150 4.19075 -0.82783
H -0.86015 2.62970 2.87828
H -0.18525 1.00952 2.57747
H -1.37110 1.68640 1.45820
H 2.03811 2.22721 2.75279
H 1.27238 3.82516 2.81708
H 2.41885 3.44080 1.52202
H 0.38527 0.76909 -1.27420
H 1.45592 2.09842 -2.69581
H 2.52329 1.12165 -1.66133
H 3.05591 2.70513 -2.23810
H 0.84443 4.55223 -0.00267
H 0.92364 4.40756 -1.76508
H 2.39734 4.73859 -0.83483
*
```

Calculated values
**Relative energy (zero: lowest compared OMol25 entry of this formula, charge and spin)**: 0.5 kcal/mol
**Calculated total energy**: -109428.7878 eV
**HOMO (alpha / beta)**: -4.122 / -3.690 eV
**Orbital gap (alpha / beta)**: 6.4487 / 6.0129 eV
**⟨S²⟩**: 0.801

These are the Mulliken partial charges, in e, on atoms 1 to 4: Mn 0.213; F -0.378; C 0.498; C -0.505

***

# 3
Density functional theory data (ωB97M-V/def2-TZVPD) for a molecular structure, C24H22Cl2NO5RhSSe2 in a non-equilibrium geometry.

The geometry in ORCA input format:
```
! RIJCOSX wB97M-V def2-TZVPD def2/J DEFGRID3
* xyz 0 1
Rh -0.03365 0.13109 0.26046
C -1.64675 -3.22462 -0.83527
Se -0.78442 -2.40077 0.70413
C 1.02598 -3.11415 0.29648
C 1.59919 -2.65028 -1.03179
Se 1.85605 -0.68961 -1.18980
C 3.55771 -0.60984 -0.22563
H -1.17116 -4.18553 -1.02565
H -1.57588 -2.55580 -1.69038
H -2.69574 -3.37221 -0.58963
H 0.93923 -4.20466 0.29296
H 1.65921 -2.81904 1.13762
H 0.95030 -2.93331 -1.86512
H 2.58154 -3.10149 -1.19977
H 4.28417 -1.23453 -0.74193
H 3.43198 -0.93973 0.80292
H 3.89295 0.42361 -0.23829
O 0.61627 3.60455 3.41998
C -0.12196 3.57004 2.44934
N -0.00030 2.56851 1.44323
C -0.85206 2.78362 0.36547
O -0.82369 2.03138 -0.64909
C -1.62126 3.92892 0.69053
C -2.69648 4.52612 0.03264
C -3.34391 5.56813 0.65305
C -2.92496 6.03980 1.90771
C -1.85710 5.47084 2.57013
C -1.18929 4.40698 1.96699
H -3.01169 4.14791 -0.92659
H -4.19902 6.02322 0.17619
H -3.46731 6.85439 2.36338
H -1.55085 5.82502 3.54395
C 5.40450 4.34216 5.78695
C 6.86253 4.12397 5.53962
O 7.75749 4.73530 6.04310
S 7.29936 2.80305 4.39608
C 5.75130 2.24646 3.70750
C 4.91621 1.37922 4.41069
C 3.70471 1.00028 3.88106
C 3.29127 1.50221 2.63014
C 4.18970 2.31082 1.89178
C 5.39754 2.67449 2.42785
C 1.99738 1.39260 2.14762
C 0.95323 1.59342 1.46798
H 5.07205 3.64574 6.55607
H 4.80791 4.18166 4.89356
H 5.25736 5.35492 6.15694
H 5.21900 1.02185 5.38423
H 3.04187 0.35442 4.43944
H 3.88021 2.68735 0.92789
H 6.07019 3.31385 1.87891
Cl -5.28668 -0.18107 -0.25972
C -4.14840 -0.27622 1.06806
Cl -3.98664 -1.94699 1.65104
C -2.70178 0.01718 0.65050
O -1.97049 0.45515 1.55639
O -2.32301 -0.33650 -0.47669
H -4.48027 0.34576 1.90050
*
```

Calculated values
**Relative energy (zero: lowest compared OMol25 entry of this formula, charge and spin)**: 62.9 kcal/mol
**Calculated total energy**: -206550.6582 eV
**HOMO (alpha / beta)**: -6.391 / -6.396 eV
**Orbital gap (alpha / beta)**: 5.1386 / 5.1430 eV

These are the Mulliken partial charges, in e, on atoms 1 to 4: Rh 0.141; C -0.941; Se 0.184; C -0.955

***

# 4
Density functional theory data (ωB97M-V/def2-TZVPD) for a molecular structure, C24H22Cl4O8S2W.

The geometry in ORCA input format:
```
! RIJCOSX wB97M-V def2-TZVPD def2/J DEFGRID3
* xyz 0 1
W -1.02235 0.74589 -1.30232
C 2.69446 -1.60112 3.04104
C 1.56133 -1.96883 2.11109
C 0.25698 -1.59218 2.44988
C 0.03054 -0.65262 3.61144
C -0.83114 -2.07443 1.71838
C -2.23443 -1.79873 2.20531
C -0.60431 -2.84303 0.57126
C -1.74850 -3.33746 -0.28026
C 0.70480 -3.15432 0.18731
C 0.92697 -3.97911 -1.05873
C 1.79131 -2.71910 0.95455
C 3.20091 -3.04982 0.51707
H 2.35785 -1.63526 4.07738
H 3.08267 -0.59502 2.86326
H 3.52465 -2.29903 2.95498
H -0.85921 -0.04512 3.45454
H 0.86985 0.03174 3.72387
H -0.09132 -1.17921 4.56334
H -2.25363 -1.68218 3.28758
H -2.90064 -2.62631 1.96771
H -2.65876 -0.89212 1.76603
H -1.91396 -4.41085 -0.14503
H -1.54131 -3.17450 -1.33928
H -2.67623 -2.82059 -0.05819
H 0.86390 -3.36523 -1.96530
H 0.17121 -4.75806 -1.15443
H 1.89723 -4.46847 -1.06202
H 3.30866 -2.92839 -0.56251
H 3.47573 -4.08230 0.75088
H 3.93400 -2.39354 0.97796
Cl 5.42321 -0.61614 -2.11019
C 3.71847 -0.56362 -2.32714
C 3.15374 -0.95077 -3.54656
Cl 4.16076 -1.48838 -4.83133
C 1.77307 -0.89051 -3.73798
Cl 1.02785 -1.32000 -5.22170
C 0.98120 -0.47054 -2.68495
O -0.37231 -0.39315 -2.71497
C 1.53905 -0.13326 -1.45499
O 0.62693 0.16669 -0.49596
C 2.90956 -0.13473 -1.27522
Cl 3.55488 0.41896 0.21432
O -2.82855 1.96634 1.12399
S -3.45760 2.45918 -0.10319
O -2.58353 2.02573 -1.35151
O -2.12264 -0.36752 -0.67010
C -3.01321 4.21608 -0.18440
C -3.99788 5.10474 0.19616
C -3.74828 6.47495 0.22814
C -2.50337 6.96446 -0.11697
C -1.50114 6.07974 -0.49673
C -1.75783 4.71543 -0.54627
S -0.33539 3.81473 -1.07952
O -0.81835 3.40382 -2.60016
O -0.25662 2.49020 -0.34353
O -0.56052 2.02043 -2.84831
H -4.97414 4.72292 0.47152
H -4.53386 7.15560 0.52803
H -2.30347 8.02650 -0.08917
H -0.51728 6.45142 -0.75808
*
```

Calculated values
**Relative energy (zero: lowest compared OMol25 entry of this formula, charge and spin)**: 68.5 kcal/mol
**Calculated total energy**: -115209.4870 eV
**HOMO**: -7.934 eV
**Orbital gap**: 6.1276 eV

These are the Mulliken partial charges, in e, on atoms 1 to 4: W 2.352; C -2.371; C 0.799; C 1.531

***

What is the calculated total energy in the first record? -110745.7337 eV

***

Among the records above, which one has the lowest calculated total energy? C24H22Cl2NO5RhSSe2